Density functional theory data (ωB97M-V/def2-TZVPD) for the molecule C21H25N3O6S in a non-equilibrium geometry.

Geometry as XYZ:
```
56
Properties=species:S:1:pos:R:3:mulliken_charge:R:1
C 10.06 -0.21 -1.19 -0.829
O 9.41 -0.56 0.02 -0.446
C 8.11 -0.23 0.19 0.909
C 7.54 -0.61 1.41 -0.516
C 6.22 -0.32 1.67 -0.588
C 5.43 0.34 0.73 0.431
C 4.02 0.61 1.09 0.469
O 3.59 0.60 2.23 -0.728
N 3.19 0.90 0.05 -0.312
N 1.84 1.10 0.33 -0.257
C 0.94 1.15 -0.67 0.315
O 1.30 1.07 -1.84 -0.735
C -0.48 1.33 -0.26 0.905
C -1.34 1.91 -1.19 -0.576
C -2.68 2.08 -0.89 -0.594
C -3.15 1.68 0.35 0.063
S -4.90 1.80 0.71 1.257
O -5.06 1.94 2.13 -0.726
O -5.48 2.77 -0.17 -0.709
N -5.52 0.32 0.29 0.142
C -5.87 0.04 -1.08 -0.824
C -5.21 -1.25 -1.58 0.349
C -3.70 -1.10 -1.79 -1.195
O -5.48 -2.35 -0.72 -0.449
C -5.92 -2.04 0.59 0.457
C -5.66 -3.27 1.46 -1.630
C -5.21 -0.80 1.14 -0.848
C -2.30 1.11 1.29 -0.681
C -0.96 0.93 0.98 -0.707
C 6.00 0.73 -0.48 -0.767
C 7.33 0.45 -0.75 -0.538
H 10.08 0.88 -1.33 0.339
H 11.08 -0.58 -1.09 0.237
H 9.58 -0.68 -2.05 0.338
H 8.16 -1.12 2.12 0.430
H 5.78 -0.60 2.61 0.420
H 3.37 0.77 -0.93 0.375
H 1.66 1.15 1.33 0.349
H -0.94 2.21 -2.15 0.442
H -3.36 2.54 -1.58 0.522
H -6.96 -0.06 -1.15 0.275
H -5.56 0.89 -1.69 0.456
H -5.67 -1.52 -2.54 0.412
H -3.29 -2.07 -2.09 0.425
H -3.20 -0.78 -0.89 0.057
H -3.51 -0.38 -2.58 0.361
H -7.01 -1.83 0.58 0.278
H -6.14 -4.13 1.01 0.392
H -4.59 -3.46 1.52 0.372
H -6.05 -3.11 2.46 0.412
H -5.55 -0.57 2.15 0.558
H -4.13 -1.01 1.17 0.256
H -2.71 0.83 2.25 0.556
H -0.32 0.46 1.71 0.344
H 5.43 1.27 -1.21 0.358
H 7.75 0.77 -1.69 0.394
```

Output
Gap between HOMO and LUMO: 8.8 eV
Total energy: -1829.11269 Eh
F_max: 0.0214 Eh/bohr
Structure (SMILES): COc1ccc(C(=O)NNC(=O)c2ccc(S(=O)(=O)N3C[C@@H](C)O[C@@H](C)C3)cc2)cc1
HOMO energy: -8.8 eV

***

Density functional theory data (ωB97M-V/def2-TZVPD) for a cluster of 2 separate species, C26H35N4O2 in total in a non-equilibrium geometry.

Geometry as XYZ:
```
67
Properties=species:S:1:pos:R:3:mulliken_charge:R:1
C 1.31 -3.36 -3.74 -0.934
N 1.61 -2.02 -3.20 0.672
C 0.57 -1.02 -3.46 -0.916
N 2.84 -1.46 -3.56 -0.752
C 3.91 -2.16 -3.62 -0.363
H 0.42 -3.31 -4.38 0.273
H 2.17 -3.73 -4.30 0.398
H 1.09 -4.06 -2.92 0.235
H -0.11 -1.35 -4.25 0.398
H -0.01 -0.85 -2.55 0.205
H 1.10 -0.10 -3.74 0.326
H 4.83 -1.62 -3.87 0.262
H 3.98 -3.25 -3.41 0.255
C 1.33 -6.89 4.10 -0.818
O 1.71 -6.75 2.71 -0.421
C 1.39 -5.58 2.09 0.878
C 1.82 -5.42 0.75 -0.872
C 1.59 -4.24 0.09 -0.160
C 0.88 -3.16 0.69 0.459
C 0.65 -1.93 -0.02 -0.692
C -0.07 -0.87 0.52 0.781
C -0.36 0.34 -0.10 0.314
N -1.05 1.34 0.50 0.596
C -1.32 2.58 -0.23 -0.085
C -0.04 3.27 -0.72 -0.432
C -0.33 4.54 -1.49 0.487
C 0.24 5.75 -1.08 -0.392
C -0.16 6.94 -1.69 -0.580
C -1.08 6.91 -2.76 -0.451
C -1.58 5.69 -3.21 -0.703
C -1.20 4.50 -2.58 -0.247
C -2.08 3.41 0.80 0.207
O -2.57 4.52 0.64 -0.682
N -2.11 2.68 1.96 0.262
C -2.72 3.20 3.16 -0.945
C -1.50 1.36 1.90 0.125
C -2.57 0.30 2.23 -1.545
C -0.33 1.29 2.90 -1.539
C 0.44 -3.35 2.04 -0.672
C 0.69 -4.53 2.73 -0.733
H 1.68 -7.89 4.37 0.247
H 1.82 -6.13 4.72 0.355
H 0.23 -6.83 4.22 0.347
H 2.35 -6.25 0.29 0.460
H 1.96 -4.12 -0.93 0.323
H 1.06 -1.85 -1.03 0.657
H -0.43 -0.97 1.54 -0.873
H -0.05 0.56 -1.13 0.375
H -1.99 2.37 -1.09 0.285
H 0.60 3.49 0.15 0.324
H 0.51 2.56 -1.36 0.400
H 0.96 5.74 -0.26 0.337
H 0.25 7.89 -1.34 0.377
H -1.40 7.84 -3.23 0.373
H -2.28 5.65 -4.05 0.368
H -1.59 3.53 -2.92 0.338
H -3.05 4.23 2.97 0.373
H -3.58 2.59 3.45 0.296
H -2.00 3.19 3.98 0.316
H -3.50 0.54 1.71 0.393
H -2.25 -0.70 1.95 0.352
H -2.75 0.31 3.31 0.464
H 0.33 2.16 2.77 0.329
H -0.72 1.28 3.92 0.482
H 0.27 0.38 2.75 0.431
H -0.11 -2.56 2.56 0.260
H 0.34 -4.63 3.76 0.420
```

Output
Gap between HOMO and LUMO: 6.6 eV
Charge: +1
Total energy: -1380.93998 Eh
F_max: 0.0448 Eh/bohr
HOMO energy: -11.1 eV

***

For the records above, the corresponding energy relative to the best compared isomer or geometry (same formula, charge and spin) values read 38.2, 0.0 kcal/mol.